Below is C23H23BrCrF4GeI2O4PS as an isolated structure, with properties calculated with ωB97M-V with the def2-TZVPD basis set.

Gap between HOMO and LUMO (alpha / beta)   7.913 / 8.160 eV
<S²>   0.767
2S+1   2
E_HOMO (alpha / beta)   -9.03 / -8.88 eV
F_max   0.01983 Eh/bohr

Each line ends with the Mulliken charge.
Atoms and positions in Å:
Cr -0.36864 0.39430 -1.88106  -0.3872
F 5.54495 1.02710 1.92243  -0.2961
C 4.25338 0.90660 1.63204  0.5659
C 3.30296 0.93908 2.63606  0.3282
F 3.69627 1.08215 3.89886  -0.2949
C 1.95949 0.81718 2.32355  0.7125
F 1.11826 0.81664 3.36054  -0.3705
C 1.49775 0.67167 1.02111  -1.1622
P -0.35322 0.81194 0.52980  2.0956
C -0.99800 -0.57266 1.54363  -0.2127
C -2.34597 -0.63660 1.90218  -0.1099
C -2.84259 -1.74700 2.57095  -0.9286
C -2.01264 -2.81499 2.87595  -0.5942
C -0.67521 -2.76676 2.50932  -0.8554
C -0.17393 -1.65341 1.85213  -0.1176
C -0.52001 2.38154 1.46191  1.1029
C -1.17925 2.41983 2.68649  -0.4510
C -1.35828 3.62661 3.34504  -0.7906
C -0.89427 4.80761 2.78325  -0.5619
C -0.22065 4.76985 1.57222  -0.8439
C -0.02981 3.56304 0.91562  -0.5323
C 2.49220 0.61072 0.06081  0.1249
Br 2.06508 0.23487 -1.75484  -0.0011
C 3.84064 0.72524 0.32859  0.1490
F 4.75493 0.65118 -0.64138  -0.3215
H -3.01051 0.17179 1.64102  0.5476
H -3.88943 -1.77744 2.84393  0.4452
H -2.40493 -3.68043 3.39428  0.4122
H -0.01711 -3.59626 2.73579  0.4412
H 0.87193 -1.64115 1.57027  0.5013
H -1.54620 1.51191 3.14395  0.3665
H -1.86147 3.63971 4.30322  0.4375
H -1.05830 5.75178 3.28605  0.3959
H 0.14935 5.68294 1.12391  0.4305
H 0.50076 3.54959 -0.02844  0.3992
I -0.17160 0.46278 -4.74765  0.2305
C -0.40695 2.56935 -4.89017  -0.7770
I 1.25623 3.68941 -4.22523  0.0870
H -1.27683 2.81895 -4.29081  0.2534
H -0.54256 2.77448 -5.94344  0.4571
O -2.30761 0.78049 -2.40560  -0.5748
S -2.33091 1.95406 -1.44473  1.1158
O -3.35069 2.91455 -1.70390  -0.7132
O -0.88606 2.43036 -1.64250  -0.5950
O -2.41813 1.37046 -0.06668  -0.4126
C -0.84470 -4.60379 -1.56920  -1.2361
Ge 0.26421 -3.05742 -1.96366  0.4761
C 1.87560 -3.24204 -0.88360  -1.0293
C 0.79086 -3.03853 -3.84311  -1.2534
C -0.90632 -1.51310 -1.64482  -0.5964
H -0.33505 -5.53975 -1.80279  0.3929
H -1.77582 -4.55959 -2.13512  0.3888
H -1.09078 -4.59348 -0.50561  0.3477
H 2.30526 -4.22034 -1.11040  0.4844
H 1.64565 -3.21666 0.18173  0.2247
H 2.62923 -2.48712 -1.10304  0.3089
H 1.08508 -4.03563 -4.17306  0.4223
H 1.63969 -2.36900 -4.00267  0.3471
H -0.03949 -2.70910 -4.47166  0.3043
H -1.39747 -1.66274 -0.68108  0.0332
H -1.69840 -1.59474 -2.40038  0.6896

Below is one molecule with the formula C2H2NO2P, with properties calculated with ωB97M-V with the def2-TZVPD basis set.

Gap between HOMO and LUMO (alpha / beta)   6.344 / 7.621 eV
<S²>   2.009
2S+1   3
E_HOMO (alpha / beta)   -5.71 / -10.06 eV
F_max   0.16554 Eh/bohr

Each line ends with the Mulliken charge.
Atoms and positions in Å:
C -0.55854 0.55641 -0.32900  -0.2285
C -0.49293 -0.70434 0.10920  -0.0981
N -1.88548 1.02798 -0.44141  -0.2412
O -1.70665 -1.32902 0.16464  -0.2908
O -2.64868 0.86809 0.78876  -0.3196
P -2.93022 -0.30074 -0.26680  0.3110
H 0.30736 1.22226 -0.59597  0.3533
H 0.31706 -1.29006 0.32908  0.5138

Below is C17H34NiO2P2 as an isolated structure, with properties calculated with ωB97M-V with the def2-TZVPD basis set.

Gap between HOMO and LUMO (alpha / beta)   3.701 / 7.698 eV
<S²>   2.013
2S+1   3
E_HOMO (alpha / beta)   -3.19 / -7.39 eV
F_max   0.06592 Eh/bohr

Each line ends with the Mulliken charge.
Atoms and positions in Å:
P 1.13449 2.11912 -1.18469  1.2458
P 1.08253 -0.33220 2.56805  1.0933
C -0.05374 0.53368 -0.63435  0.1189
C -0.20317 -0.05367 0.79510  -0.6243
H 0.17643 -0.22021 -1.39423  -0.7099
H -0.99434 1.04281 -0.84863  0.9153
H -1.00308 0.50014 1.30635  0.4511
H -0.33784 -1.12854 0.70896  -0.7553
C 1.78581 -1.98897 2.57299  -1.3843
H 2.50922 -2.10808 3.38361  0.4177
H 2.29000 -2.15780 1.61277  0.2016
H 0.99107 -2.73676 2.68719  0.3793
C -0.42613 -0.37674 3.58473  -1.4112
H -0.99892 -1.27253 3.33185  0.3932
H -1.04057 0.49537 3.35531  0.3612
H -0.19934 -0.38285 4.65776  0.5132
C 2.13001 1.84461 -2.65754  -1.4983
H 2.91507 2.61554 -2.69236  0.4897
H 1.51481 1.89735 -3.56562  0.3480
H 2.60281 0.85891 -2.58594  0.3080
C -0.12425 3.36961 -1.51922  -1.4748
H -0.87561 3.37414 -0.72478  0.4323
H -0.63470 3.17199 -2.47242  0.3545
H 0.35518 4.35472 -1.56478  0.4515
Ni 1.47181 0.58643 0.42503  -0.1938
C -2.03800 -2.03975 -0.43247  0.1463
C -0.91343 -2.76549 -0.61487  -0.2783
C -0.56001 -3.45541 -1.89503  -1.0725
C -0.84657 -2.67439 -3.20518  -0.9465
C -0.70938 -1.17680 -3.11807  -0.2128
C -1.70593 -0.32340 -2.81189  -0.1363
C -3.08339 -0.70891 -2.37238  -0.7957
C -3.16856 -1.92412 -1.41174  -0.9790
C 2.25900 2.61953 0.16243  -1.2673
H -2.29246 -1.61779 0.54572  0.5005
H -0.28998 -3.07642 0.23413  0.3174
H -1.09335 -4.42001 -1.97180  0.3152
H 0.51310 -3.70139 -1.83526  0.3988
H -0.10349 -3.01092 -3.94828  0.4524
H -1.84204 -2.95887 -3.58543  0.3373
H 0.23161 -0.78746 -3.52813  0.4245
H -1.59802 0.74985 -3.01515  0.4446
H -3.71291 -0.93789 -3.25298  0.3057
H -3.52535 0.17656 -1.88532  0.3588
H -4.08774 -1.79135 -0.81117  0.4019
H -3.30823 -2.85107 -1.99537  0.3455
H 1.76358 3.39793 0.76246  0.3668
H 3.14952 3.04607 -0.33687  0.4858
H 2.64544 1.80847 0.84646  -0.0097
C 1.25089 2.67256 4.20604  -0.7923
C 1.70948 1.30535 4.57756  0.5578
O 1.73098 0.82330 5.68582  -0.5598
O 2.16153 0.55671 3.46465  -0.3478
H 1.33645 3.29828 5.10243  0.3646
H 0.19259 2.67793 3.90305  0.2328
H 1.86713 3.08280 3.39148  0.2184

Below is a 2-piece molecular cluster, C6H15NO overall, with properties calculated with ωB97M-V with the def2-TZVPD basis set.

SMILES   C=CCCCCN.O
Gap between HOMO and LUMO   10.080 eV
E_HOMO   -9.39 eV
F_max   0.09292 Eh/bohr

Each line ends with the Mulliken charge.
Atoms and positions in Å:
C 1.69060 1.33072 3.73149  -0.9510
C 0.86694 1.07604 2.69970  -0.2392
C 0.99160 0.07129 1.55216  -0.3768
C 0.27137 0.30346 0.25145  -0.6584
C 0.66176 -0.88501 -0.72409  -0.7922
C -0.59606 -1.82224 -1.12503  -0.6263
N -0.54216 -3.21476 -0.41533  -0.6348
H 1.56561 2.19690 4.33509  0.2462
H 2.48918 0.82657 4.15473  0.3199
H -0.02275 1.59921 2.56597  0.3174
H 2.11350 0.13657 1.34867  0.2590
H 0.77724 -0.80447 2.14118  0.3034
H 0.43901 1.26036 -0.25185  0.3854
H -0.75329 0.43852 0.45004  0.4382
H 1.25731 -0.41367 -1.47253  0.4596
H 1.35339 -1.59268 -0.21139  0.3446
H -1.44389 -1.32764 -0.87221  0.4016
H -0.54301 -1.88621 -2.16771  0.3069
H -0.00168 -3.91110 -0.90399  0.2651
H 0.04886 -2.97596 0.36790  0.2316
O -3.78154 3.15311 -5.36303  -0.6501
H -3.76738 2.57017 -4.62936  0.3157
H -3.07460 3.87082 -5.46183  0.3343